{"formula": "C33H24AsN2O11Zn", "method": "the ωB97M-V functional and the def2-TZVPD basis", "fmax_ev_per_a": 1.05, "total_charge": -1, "e_lumo_ha": 0.038, "gap_ha": 0.253, "e_homo_ev": -5.8533, "e_tot_ev": -169370.398, "multiplicity": 1, "symbols": ["Zn", "O", "C", "O", "C", "C", "C", "C", "C", "O", "C", "C", "O", "O", "H", "H", "H", "H", "H", "H", "H", "H", "C", "C", "C", "C", "C", "C", "As", "C", "C", "C", "C", "C", "C", "C", "C", "C", "C", "C", "C", "H", "H", "H", "H", "H", "H", "H", "H", "H", "H", "H", "H", "H", "O", "C", "O", "C", "C", "C", "C", "C", "C", "N", "O", "O", "N", "O", "O", "H", "H", "H"], "positions_angstrom": [[1.0313, 0.1790, -0.1149], [1.6671, 4.0329, 0.4551], [1.9052, 2.8600, 0.2142], [1.0999, 2.0439, -0.3887], [3.3061, 2.2989, 0.5532], [3.8309, 1.5237, -0.6668], [5.3348, 1.2416, -0.5218], [5.3355, 0.0994, 0.5241], [3.8369, -0.0264, 0.8214], [3.2506, 0.2248, -0.4715], [3.3629, 1.1802, 1.6544], [2.0262, 0.8757, 2.3828], [1.8474, 1.3541, 3.4915], [1.2160, 0.0788, 1.7625], [3.9270, 3.1533, 0.8103], [3.5222, 1.9352, -1.6244], [5.8798, 2.1247, -0.1908], [5.7494, 0.9119, -1.4742], [5.9067, 0.3350, 1.4207], [5.7142, -0.8298, 0.0992], [3.5076, -0.9901, 1.2003], [4.0777, 1.4424, 2.4313], [-6.3096, -0.2722, -0.4994], [-5.4571, -0.6475, -1.5284], [-4.0915, -0.4412, -1.4110], [-3.5645, 0.1553, -0.2690], [-4.4190, 0.4954, 0.7740], [-5.7857, 0.2841, 0.6585], [-1.6342, 0.6092, -0.2204], [-1.6969, 1.8920, 1.2270], [-1.5818, 1.6106, 2.5788], [-1.4804, 2.6519, 3.4879], [-1.4893, 3.9645, 3.0371], [-1.6207, 4.2504, 1.6883], [-1.7295, 3.2143, 0.7694], [-1.8015, 3.3531, -0.6917], [-1.8184, 4.5493, -1.3967], [-1.8290, 4.5385, -2.7834], [-1.8360, 3.3383, -3.4802], [-1.8245, 2.1355, -2.7853], [-1.8012, 2.1459, -1.4020], [-7.3787, -0.4139, -0.5996], [-5.8640, -1.1050, -2.4221], [-3.4145, -0.7528, -2.1985], [-4.0130, 0.9348, 1.6760], [-6.4464, 0.5582, 1.4720], [-1.5349, 0.5819, 2.9146], [-1.3439, 2.4400, 4.5398], [-1.3469, 4.7729, 3.7438], [-1.5933, 5.2787, 1.3516], [-1.7999, 5.4929, -0.8660], [-1.8220, 5.4753, -3.3277], [-1.8379, 3.3417, -4.5636], [-1.8202, 1.1919, -3.3197], [-0.8697, -2.1276, -1.7768], [0.1817, -2.3484, -1.1903], [1.1210, -1.5263, -0.8919], [0.4955, -3.7855, -0.7887], [1.5797, -4.0596, 0.0322], [1.8698, -5.3760, 0.3549], [1.1119, -6.4261, -0.1294], [0.0390, -6.1274, -0.9488], [-0.2850, -4.8198, -1.2790], [-0.7665, -7.2296, -1.4787], [-1.7195, -6.9482, -2.1782], [-0.4360, -8.3659, -1.1890], [3.0138, -5.6739, 1.2199], [3.2340, -6.8417, 1.4876], [3.6764, -4.7385, 1.6226], [2.1845, -3.2439, 0.3984], [1.3488, -7.4463, 0.1265], [-1.1285, -4.5880, -1.9134]]}


{"formula": "C7H36O14", "method": "the ωB97M-V functional and the def2-TZVPD basis", "fmax_ev_per_a": 7.27, "e_lumo_ha": -0.006, "gap_ha": 0.334, "e_homo_ev": -9.2498, "e_tot_ev": -36504.965, "multiplicity": 1, "symbols": ["C", "C", "C", "C", "C", "C", "C", "H", "H", "H", "H", "H", "H", "H", "H", "H", "H", "O", "H", "H", "O", "H", "H", "O", "H", "H", "O", "H", "H", "O", "H", "H", "O", "H", "H", "O", "H", "H", "O", "H", "H", "O", "H", "H", "O", "H", "H", "O", "H", "H", "O", "H", "H", "O", "H", "H", "O"], "positions_angstrom": [[0.6395, -0.1000, -0.4781], [-0.3757, 2.2603, -0.4802], [0.2523, 1.2056, 0.1869], [0.7181, 1.3747, 1.5430], [0.2950, 2.6339, 2.0701], [-0.3646, 3.6392, 1.4533], [-0.7602, 3.4916, 0.1709], [-0.2973, -0.4859, -1.0543], [0.9626, -0.8558, 0.2750], [1.4249, 0.0168, -1.3485], [-0.6473, 2.1449, -1.4658], [1.1957, 0.6126, 2.1022], [0.6280, 2.8654, 3.0834], [-0.7736, 4.5585, 1.8810], [-1.2953, 4.3362, -0.4162], [0.2329, 0.3054, -3.4464], [1.0824, -0.3594, -4.3252], [0.9603, 0.5183, -3.9766], [-3.8896, -0.6723, -2.7762], [-2.5421, -0.3423, -2.4109], [-2.9020, -1.0032, -3.0044], [-2.3753, 1.0513, 2.1622], [-1.4328, -0.1184, 2.5064], [-2.3311, 0.0354, 2.2088], [2.0339, 2.9305, -3.7198], [1.9706, 3.3014, -2.1429], [2.6127, 3.0569, -2.9654], [-2.0300, -2.8836, 2.4243], [-2.9827, -1.9179, 3.1985], [-2.9203, -2.6876, 2.6562], [0.0757, -4.0280, -1.5161], [-0.4674, -4.5701, -0.2008], [0.0744, -4.8797, -0.9697], [-3.5711, 1.7245, -1.3860], [-3.1400, 0.7677, -0.2923], [-2.9111, 1.7340, -0.6493], [3.9056, 2.7921, 1.1769], [2.5144, 2.4660, 0.6748], [2.9940, 2.8246, 1.3225], [-4.3179, -0.2089, 0.6624], [-2.8929, -0.7119, 0.9121], [-3.5586, -0.6672, 0.1647], [-0.2523, -2.5805, 3.0333], [0.7169, -1.6713, 3.0547], [-0.0855, -1.8829, 3.5672], [2.9314, 0.3856, 2.8515], [4.1331, 0.9714, 2.0727], [3.9722, 0.3012, 2.7550], [3.2235, -2.5599, -1.7704], [1.8295, -2.0948, -2.4437], [2.2931, -2.4108, -1.5693], [2.6450, -2.7222, 2.0769], [2.0860, -2.0184, 0.9159], [1.9239, -2.3040, 1.8442], [-0.3824, -2.8072, -4.1054], [-0.7544, -2.1431, -2.8366], [-0.0740, -2.6188, -3.2559]]}


{"formula": "C36H39F6N6O4", "method": "the ωB97M-V functional and the def2-TZVPD basis", "fmax_ev_per_a": 4.15, "total_charge": 1, "e_lumo_ha": -0.141, "gap_ha": 0.241, "e_homo_ev": -10.3916, "e_tot_ev": -71393.141, "multiplicity": 1, "symbols": ["O", "C", "N", "C", "C", "C", "C", "C", "N", "N", "C", "C", "C", "C", "F", "F", "F", "C", "C", "C", "F", "F", "F", "C", "H", "H", "H", "H", "H", "H", "H", "H", "H", "H", "H", "H", "H", "H", "H", "C", "N", "C", "O", "C", "C", "C", "C", "C", "C", "C", "C", "N", "C", "C", "C", "C", "C", "C", "N", "O", "O", "C", "C", "C", "C", "C", "C", "H", "H", "H", "H", "H", "H", "H", "H", "H", "H", "H", "H", "H", "H", "H", "H", "H", "H", "H", "H", "H", "H", "H", "H"], "positions_angstrom": [[0.2969, 2.4135, 0.3250], [1.1784, 3.0046, -0.3073], [2.3024, 2.3668, -0.7636], [2.5989, 0.9411, -0.5555], [2.2437, 0.1184, -1.8024], [2.8683, 0.7665, -3.0247], [3.3049, -0.3132, -3.9999], [3.4370, -1.5848, -3.1858], [2.8341, -1.3120, -1.8033], [1.1432, 4.3693, -0.6542], [0.1120, 5.2692, -0.3663], [-0.0239, 6.4803, -1.0891], [-1.1457, 7.2871, -0.8972], [-1.3767, 8.5271, -1.7318], [-1.8335, 9.5689, -0.9635], [-0.2498, 8.9557, -2.3685], [-2.3315, 8.3032, -2.6968], [-2.1176, 6.9658, 0.0445], [-1.9332, 5.8226, 0.8159], [-2.9692, 5.4973, 1.8534], [-2.6240, 4.4250, 2.6342], [-3.1974, 6.5474, 2.6978], [-4.1779, 5.1893, 1.2686], [-0.8365, 4.9863, 0.6273], [3.0277, 2.9409, -1.1798], [3.6946, 0.8412, -0.3850], [2.0705, 0.5553, 0.3268], [1.1608, -0.0460, -1.8816], [2.2187, 1.5293, -3.4612], [3.7807, 1.2908, -2.7019], [2.5912, -0.4944, -4.8095], [4.2510, -0.0656, -4.4844], [2.8708, -2.3583, -3.7038], [4.4618, -1.9401, -3.0282], [3.6342, -1.3423, -1.1471], [1.8746, 4.6903, -1.2846], [0.7268, 6.7764, -1.8223], [-2.9889, 7.5945, 0.1853], [-0.7318, 4.0876, 1.2186], [-2.2792, -3.5217, 4.1809], [-1.9873, -2.9136, 2.9049], [-2.9196, -2.1467, 2.2680], [-4.0089, -1.8265, 2.7321], [-2.3386, -1.7520, 0.9168], [-2.4194, -0.2489, 0.6378], [-3.8176, 0.3325, 0.7191], [-3.9705, 1.5701, 1.3514], [-5.2375, 2.1281, 1.5086], [-6.3593, 1.4785, 0.9843], [-6.2011, 0.2690, 0.2964], [-4.9336, -0.3122, 0.1726], [-0.9611, -2.2453, 1.0081], [-0.1169, -2.0566, -0.0518], [1.2277, -2.2297, -0.1116], [1.9512, -2.4162, -1.4189], [2.8328, -3.6890, -1.4266], [3.4994, -4.0099, -0.2549], [4.4685, -5.0413, -0.2753], [4.8285, -5.6704, 0.9462], [5.6648, -6.6025, 0.9248], [4.2670, -5.2925, 2.0042], [4.9041, -5.6075, -1.4807], [4.1928, -5.3203, -2.6390], [3.1217, -4.4175, -2.5958], [-0.7509, -3.1418, 2.1686], [0.4498, -2.7283, 3.0273], [-0.6439, -4.6349, 1.7979], [-3.2659, -3.1875, 4.5086], [-2.2829, -4.6160, 4.0985], [-1.5342, -3.2218, 4.9268], [-2.8806, -2.3033, 0.1207], [-1.7773, 0.2834, 1.3614], [-1.9899, -0.0452, -0.3595], [-3.0823, 2.0650, 1.7513], [-5.3412, 3.0737, 2.0389], [-7.3494, 1.9181, 1.1139], [-7.0685, -0.2339, -0.1312], [-4.8108, -1.2729, -0.3327], [-0.6144, -1.6414, -0.9410], [1.8055, -2.1804, 0.8192], [1.2048, -2.4485, -2.2356], [3.2642, -3.5651, 0.7124], [5.7445, -6.2934, -1.4704], [4.4944, -5.7812, -3.5844], [2.5336, -4.2427, -3.5025], [0.3359, -1.6780, 3.3307], [0.4831, -3.3568, 3.9278], [1.3892, -2.8680, 2.4880], [-1.6135, -5.0024, 1.4353], [0.1243, -4.8006, 1.0326], [-0.3767, -5.2089, 2.6972]]}